P) ORCA calculation (ωB97M-V/def2-TZVPD) on 2 unconnected molecules or ions with the total composition C8H14O5.

Atoms and positions in Å:
1 C 1.238 0.846 -1.685
2 C 2.524 0.695 -1.745
3 C -0.017 -1.191 0.267
4 C 3.569 1.673 -1.405
5 C 3.103 -0.699 -1.928
6 C -3.261 0.317 1.810
7 C -1.119 -0.156 0.555
8 C -2.015 -0.657 1.729
9 O 0.060 1.028 -1.931
10 O -0.387 -1.938 -0.650
11 O -4.150 -0.031 2.916
12 O -2.144 -0.082 -0.511
13 O -1.486 -0.769 3.061
14 H 3.314 2.195 -0.535
15 H 3.677 2.389 -2.163
16 H 4.494 1.195 -1.133
17 H 4.133 -0.653 -2.168
18 H 2.648 -1.270 -2.679
19 H 2.858 -1.176 -0.918
20 H -3.831 0.211 0.899
21 H -2.855 1.286 1.834
22 H -0.755 0.876 0.634
23 H -2.492 -1.699 1.381
24 H -1.288 -1.655 -1.022
25 H -3.555 -0.195 3.775
26 H -1.750 0.248 -1.332
27 H -0.514 -0.788 2.943

## Properties
- Spin multiplicity: 1
- Highest occupied orbital energy: -0.3232 Eh
- Kohn-Sham gap: 9.26 eV
- LUMO level: 0.46 eV

Just the natural (NBO) charges please, in e? Sure, here they are: 0.690 -0.286 0.247 -0.598 -0.592 -0.069 -0.107 0.074 -0.555 -0.611 -0.726 -0.762 -0.726 0.222 0.223 0.221 0.218 0.217 0.240 0.204 0.153 0.210 0.167 0.474 0.482 0.502 0.488

=====

Q) ORCA calculation (ωB97M-V/def2-TZVPD) on a single C8H14O5 molecule.

Atoms and positions in Å:
1 C -0.355 -2.830 -2.749
2 C -0.901 -1.394 -2.826
3 O -0.568 -0.630 -1.676
4 C 0.568 0.213 -1.777
5 C 0.265 1.590 -1.172
6 O 1.001 1.827 0.021
7 C 0.245 1.915 1.206
8 C 0.147 0.558 1.916
9 C 1.050 0.343 3.132
10 O 0.205 0.754 4.219
11 C -1.024 0.291 3.850
12 O -1.873 -0.119 4.578
13 O -1.149 0.402 2.499
14 H -0.087 -3.036 -1.711
15 H 0.534 -2.956 -3.372
16 H -1.103 -3.552 -3.080
17 H -1.995 -1.415 -2.867
18 H -0.528 -0.893 -3.726
19 H 1.398 -0.232 -1.213
20 H 0.893 0.307 -2.819
21 H 0.526 2.381 -1.884
22 H -0.814 1.635 -0.991
23 H -0.773 2.279 1.028
24 H 0.744 2.646 1.854
25 H 0.373 -0.213 1.175
26 H 2.005 0.862 3.135
27 H 1.214 -0.734 3.252

## Properties
- SMILES: CCOCCOC[C@H]1COC(=O)O1
- Spin multiplicity: 1
- Highest occupied orbital energy: -0.3607 Eh
- Kohn-Sham gap: 10.60 eV
- LUMO level: 0.79 eV

Just the natural (NBO) charges please, in e? Sure, here they are: -0.646 -0.057 -0.547 -0.091 -0.094 -0.538 -0.082 0.034 -0.099 -0.500 0.967 -0.552 -0.490 0.223 0.204 0.214 0.184 0.163 0.181 0.172 0.185 0.192 0.191 0.190 0.204 0.212 0.183

=====

Quick one: most stable of them? Q)

=====

P) ORCA calculation (ωB97M-V/def2-TZVPD) on a single C6H5P molecule.

Atoms and positions in Å:
1 H 1.830 0.955 2.026
2 P 1.618 2.376 1.547
3 C 0.739 1.896 0.313
4 C -0.081 1.998 -0.900
5 C 0.122 0.749 -0.403
6 C -0.109 -0.615 -0.228
7 C 0.298 -1.881 -0.121
8 C -1.205 -1.709 -0.177
9 H -0.499 2.569 -1.774
10 H 0.964 -2.640 0.086
11 H -1.820 -1.926 -1.024
12 H -1.857 -1.771 0.656

## Properties
- SMILES: [H]/P=c1/cc1C1=CC1
- Spin multiplicity: 1
- Highest occupied orbital energy: -0.2989 Eh
- Kohn-Sham gap: 8.21 eV
- LUMO level: 0.08 eV

Just the natural (NBO) charges please, in e? Sure, here they are: -0.042 0.284 -0.407 -0.126 0.007 -0.031 -0.124 -0.401 0.248 0.228 0.180 0.184

=====

Q) ORCA calculation (ωB97M-V/def2-TZVPD) on a single C6H5P molecule.

Atoms and positions in Å:
1 C 0.061 -1.390 0.002
2 C -1.668 1.511 0.015
3 C -1.296 -1.346 -0.006
4 C 0.778 -0.190 -0.018
5 C 0.562 1.108 -0.009
6 C 2.003 0.699 -0.019
7 P -2.425 0.058 -0.003
8 H 0.573 -2.347 0.026
9 H -1.916 2.545 0.052
10 H -1.842 -2.282 0.003
11 H 2.589 0.814 0.887
12 H 2.580 0.820 -0.929

## Properties
- Spin multiplicity: 1
- Highest occupied orbital energy (spin up / spin down): -0.3196 / -0.3196 Eh
- Kohn-Sham gap (spin up / spin down): 8.23 / 8.22 eV
- LUMO level (spin up / spin down): -0.47 / -0.47 eV

Just the natural (NBO) charges please, in e? Sure, here they are: -0.132 -0.557 -0.557 -0.199 0.091 -0.405 0.717 0.219 0.210 0.232 0.191 0.191

=====

Quick one: most stable of them? P)

=====

P) ORCA calculation (ωB97M-V/def2-TZVPD) on 5 unconnected molecules or ions with the total composition C4H19N3O5.

Atoms and positions in Å:
1 C -0.768 2.484 -1.575
2 N 0.079 1.385 -1.160
3 C 1.498 1.513 -0.981
4 C 1.755 1.778 0.533
5 O 2.118 2.860 0.933
6 N 1.588 0.659 1.363
7 C 1.670 -0.761 1.068
8 N 0.955 -1.499 2.134
9 H -0.349 3.505 -1.392
10 H -1.189 2.341 -2.590
11 H -1.595 2.418 -0.866
12 H -0.422 0.656 -0.688
13 H 2.110 0.597 -1.193
14 H 1.923 2.371 -1.526
15 H 1.468 0.958 2.342
16 H 2.681 -1.172 1.033
17 H 1.001 -0.929 0.188
18 H 0.053 -1.199 2.479
19 H 1.435 -1.327 3.042
20 O -0.863 -1.323 -1.862
21 H -0.386 -0.917 -2.583
22 H -0.688 -2.228 -1.622
23 O -2.007 -0.033 0.712
24 H -1.670 -0.939 0.968
25 H -2.390 -0.299 -0.186
26 O -0.650 -3.227 0.074
27 H -0.780 -3.591 0.958
28 H -0.067 -2.499 0.384
29 O -3.402 -1.849 -0.740
30 H -2.492 -2.154 -0.661
31 H -3.508 -1.329 -1.537

## Properties
- SMILES: CNCC(=O)NCN.O.O.O.O
- Spin multiplicity: 1
- Highest occupied orbital energy: -0.2931 Eh
- Kohn-Sham gap: 8.26 eV
- LUMO level: 0.28 eV

Just the natural (NBO) charges please, in e? Sure, here they are: -0.414 -0.686 -0.299 0.688 -0.600 -0.683 -0.044 -0.878 0.202 0.175 0.203 0.409 0.178 0.226 0.398 0.199 0.186 0.371 0.361 -1.004 0.504 0.501 -0.949 0.448 0.490 -0.969 0.492 0.482 -0.949 0.486 0.478

=====

Q) ORCA calculation (ωB97M-V/def2-TZVPD) on 5 unconnected molecules or ions with the total composition C4H19N3O5.

Atoms and positions in Å:
1 N -0.981 -2.765 -1.746
2 C -1.143 -2.573 -0.299
3 C -1.934 -1.300 0.046
4 N -1.291 -0.089 -0.486
5 C -0.821 0.939 0.252
6 O -0.502 1.997 -0.298
7 C -0.776 0.830 1.754
8 N 0.226 1.723 2.332
9 H -0.064 -2.417 -2.013
10 H -1.622 -2.227 -2.314
11 H -1.852 -3.350 0.004
12 H -0.158 -2.541 0.150
13 H -1.993 -1.239 1.118
14 H -2.946 -1.337 -0.359
15 H -0.876 -0.219 -1.401
16 H -1.764 0.989 2.184
17 H -0.514 -0.191 2.025
18 H -0.154 2.265 3.100
19 H 0.482 2.426 1.644
20 O 0.374 0.167 -2.973
21 H -0.229 0.577 -3.597
22 H 1.172 0.689 -2.864
23 O 1.599 3.633 -0.090
24 H 2.059 2.790 -0.126
25 H 0.657 3.383 -0.128
26 O 1.461 -1.990 0.995
27 H 2.103 -1.581 0.389
28 H 1.769 -1.547 1.799
29 O 2.496 0.712 0.083
30 H 1.837 1.183 0.604
31 H 3.384 1.063 0.215

## Properties
- SMILES: NCCNC(=O)CN.O.O.O.O
- Spin multiplicity: 1
- Highest occupied orbital energy: -0.3337 Eh
- Kohn-Sham gap: 9.45 eV
- LUMO level: 0.37 eV

Just the natural (NBO) charges please, in e? Sure, here they are: -0.834 -0.255 -0.227 -0.625 0.683 -0.683 -0.333 -0.855 0.359 0.343 0.178 0.251 0.200 0.189 0.432 0.213 0.201 0.370 0.376 -0.964 0.484 0.495 -0.966 0.453 0.498 -0.949 0.489 0.476 -0.973 0.489 0.485

=====

Quick one: most stable of them? Q)